1.
8
Properties=species:S:1:pos:R:3:forces:R:3 method="wB97M-V/def2-TZVPD" smiles=N#CCP relative_energy_kj_mol=56.9 max_force_ev_per_a=5.20
N 1.104302 2.623195 -0.709789 0.8 1.5 0.0
C 0.640860 1.594480 -0.849040 0.1 1.2 -0.4
C 0.021536 0.357533 -0.891863 -2.7 -2.1 -0.4
P -0.851949 0.129982 0.838265 -3.0 1.4 -2.6
H -0.887038 0.296820 -1.595793 1.7 0.3 0.7
H 0.786078 -0.358904 -1.219540 -0.6 -0.4 0.5
H -0.347008 1.297619 1.387889 -0.2 0.8 0.0
H 0.137549 -0.420606 1.377302 3.8 -2.8 2.2

=====

2.
8
Properties=species:S:1:pos:R:3:forces:R:3 method="wB97M-V/def2-TZVPD" relative_energy_kj_mol=115.6 max_force_ev_per_a=3.49
C -0.288750 -0.767290 0.084042 -1.7 -0.6 2.6
C -0.461498 0.696426 -0.070587 -0.4 0.8 3.4
N -1.665683 -1.126707 -0.163679 -2.3 0.2 -0.1
P -2.291470 0.363192 0.064292 0.9 -1.3 -0.6
H 0.391999 -1.202634 -0.554411 1.7 -1.4 -1.2
H -0.232622 -1.158434 1.149724 1.0 0.7 -1.1
H 0.097873 1.342219 0.586843 0.1 0.5 0.1
H -0.308973 0.923145 -1.046807 0.7 1.1 -3.0

=====

3.
8
Properties=species:S:1:pos:R:3:forces:R:3 method="wB97M-V/def2-TZVPD" smiles=C1[C@@H]2NP12 relative_energy_kj_mol=202.8 max_force_ev_per_a=4.27
C 0.163571 0.854428 -0.091167 -1.3 -2.5 3.2
C -0.488276 -0.516805 0.752838 0.4 1.0 -2.6
N -1.221385 -1.045985 -0.392724 -0.7 -1.6 -1.1
P -1.763164 0.486213 0.007398 0.7 1.8 1.1
H 0.762558 1.514975 0.599733 -0.8 -0.4 -1.3
H 0.532890 0.455161 -1.035854 0.5 0.5 0.2
H -0.469718 -1.297652 1.539598 0.6 1.5 0.1
H -0.800139 -1.080418 -1.321848 0.5 -0.2 0.4

=====

4.
8
Properties=species:S:1:pos:R:3:forces:R:3 method="wB97M-V/def2-TZVPD" smiles="[H]/N=P/C=C" relative_energy_kj_mol=49.0 max_force_ev_per_a=1.49
H -3.083736 0.517900 -0.329916 -0.1 -0.1 -0.1
N -2.127880 0.685574 -0.037249 0.8 -0.1 0.4
P -1.250133 -0.612279 -0.124553 0.5 0.0 -0.1
C 0.454840 -0.132729 0.496658 -1.4 0.5 -0.2
C 1.528145 -0.246452 -0.266370 0.1 -0.1 0.0
H 0.493217 0.366546 1.456633 0.1 0.0 0.1
H 1.491690 -0.700200 -1.243718 -0.1 -0.1 -0.2
H 2.493859 0.121641 0.048515 0.1 0.0 0.1